24
Properties=species:S:1:pos:R:3:lowdin_charge:R:1 method="wB97M-V/def2-TZVPD" e_lumo_ev="-3.68 / -3.68" homo_ev="-10.9 / -10.9" de_lowest_kcal_mol=60.71 charge=+1
C -2.129 2.239 -0.037 -0.12
C -0.843 1.785 0.117 -0.12
C -3.017 1.174 -0.020 -0.34
C 2.858 -0.488 0.483 -0.06
C -0.738 0.391 0.184 -0.52
C 0.671 -2.288 -1.549 -0.44
C 0.408 -0.405 0.392 -0.33
N 3.812 0.301 -0.062 0.04
N 3.342 1.361 -0.590 0.06
N 2.022 1.174 -0.523 0.06
N 1.651 0.070 0.186 0.01
N 0.295 -1.548 -2.386 0.27
N 0.176 -1.571 1.347 0.22
O 1.038 -2.935 -0.688 0.14
S -2.264 -0.353 0.210 1.10
H -2.315 3.215 -0.195 0.08
H 0.033 2.322 0.278 0.08
H -4.035 1.196 -0.238 0.05
H 2.956 -1.432 0.852 0.10
H 1.478 1.982 -0.821 0.16
H 0.125 -1.238 -3.318 0.12
H -0.836 -1.442 1.498 0.08
H 0.601 -1.282 2.341 0.23
H 0.503 -2.478 1.017 0.12

18
Properties=species:S:1:pos:R:3:lowdin_charge:R:1 method="wB97M-V/def2-TZVPD" e_lumo_ev=0.98 homo_ev=-9.1 de_lowest_kcal_mol=62.54 charge=0
C -1.839 -0.260 1.552 0.02
C -1.300 0.942 1.749 -0.18
C 0.103 1.262 1.402 -0.10
C 0.697 0.958 0.244 -0.06
C 0.014 0.366 -0.929 -0.24
C 0.784 0.090 -2.184 -0.07
N 0.316 -0.989 -1.362 -0.01
C 1.056 -1.934 -0.687 -0.32
O 0.889 -2.265 0.464 0.04
H -1.251 -1.097 1.185 0.05
H -2.896 -0.456 1.803 0.07
H -1.886 1.742 2.205 0.10
H 0.678 1.789 2.156 0.10
H 1.753 1.176 0.115 0.11
H -1.040 0.603 -1.005 0.14
H 0.296 0.202 -3.155 0.11
H 1.845 0.301 -2.201 0.11
H 1.783 -2.428 -1.351 0.13

18
Properties=species:S:1:pos:R:3:lowdin_charge:R:1 method="wB97M-V/def2-TZVPD" e_lumo_ev=0.78 homo_ev=-9.2 smiles="C=C1OCCC[C@@H]1C#N" de_lowest_kcal_mol=73.39 charge=0
C 2.290 0.531 -1.436 0.06
C 1.229 0.423 -0.652 -0.27
O 0.714 1.392 0.087 -0.01
C -0.019 1.091 1.244 -0.21
C -0.415 -0.341 1.429 -0.24
C -0.914 -1.052 0.197 -0.12
C 0.366 -1.115 -0.771 -0.16
C 1.267 -2.026 -0.218 -0.30
N 1.931 -2.792 0.308 0.18
H 2.896 1.473 -1.426 0.09
H 2.725 -0.163 -2.078 0.04
H -1.077 1.685 1.261 0.16
H 0.352 1.455 2.209 0.12
H -1.072 -0.405 2.311 0.13
H 0.471 -0.938 1.761 0.12
H -1.158 -2.121 0.355 0.13
H -1.643 -0.262 -0.188 0.14
H 0.283 -1.372 -1.808 0.13

18
Properties=species:S:1:pos:R:3:lowdin_charge:R:1 method="wB97M-V/def2-TZVPD" e_lumo_ev=0.61 homo_ev=-8.5 smiles="C=C(C)C=C=O.C=C=N" de_lowest_kcal_mol=103.89 charge=0
C 2.423 -0.426 -1.159 0.04
C 1.735 0.140 -0.154 -0.36
C 2.244 0.398 1.264 -0.08
C 0.478 0.848 -0.388 -0.09
C -0.247 0.949 -1.477 -0.17
O -0.936 0.821 -2.406 0.19
H 1.778 -0.734 -1.941 0.05
H 3.254 -1.134 -0.966 0.07
H 1.556 0.037 2.083 0.09
H 2.577 1.382 1.513 0.06
H 3.189 -0.165 1.626 0.10
H 0.103 1.431 0.419 0.09
C -3.337 -1.198 -0.383 -0.01
C -2.980 -0.379 0.492 -0.32
N -2.811 0.367 1.439 0.13
H -3.855 -1.097 -1.284 0.05
H -3.233 -2.253 -0.207 0.07
H -1.938 1.014 1.529 0.10

18
Properties=species:S:1:pos:R:3:lowdin_charge:R:1 method="wB97M-V/def2-TZVPD" e_lumo_ev=0.55 homo_ev=-7.8 de_lowest_kcal_mol=74.76 charge=0
C -2.108 2.044 -0.411 -0.09
C -2.511 0.782 -0.824 -0.09
C -0.810 2.203 0.080 -0.08
C -1.601 -0.251 -0.683 -0.17
C 0.005 1.130 0.051 -0.19
C 2.442 -1.662 -0.458 -0.38
C 2.086 -1.825 2.249 -0.41
N -0.379 -0.095 -0.203 -0.03
Se 1.112 -2.205 0.832 0.92
H -3.008 2.743 -0.318 0.13
H -3.608 0.522 -1.041 0.13
H -0.446 3.256 0.337 0.13
H -1.904 -1.256 -1.117 0.13
H 2.411 -2.191 -1.383 0.02
H 2.352 -0.633 -0.705 0.00
H 3.342 -1.754 0.028 -0.02
H 1.047 1.222 0.378 0.12
H 1.577 -2.028 3.187 -0.11

18
Properties=species:S:1:pos:R:3:lowdin_charge:R:1 method="wB97M-V/def2-TZVPD" e_lumo_ev=3.65 homo_ev=-4.7 de_lowest_kcal_mol=78.89 charge=-1
C 1.387 1.049 -3.024 -0.03
C 0.151 1.085 -3.116 -0.23
C -0.695 -1.801 -1.376 -0.66
C -0.851 -0.541 -0.461 -0.02
C 0.022 0.105 0.303 -0.37
C 1.485 -0.151 0.254 -0.08
C -0.355 1.308 1.167 -0.08
O -0.550 -1.570 -2.652 -0.12
O -0.758 -2.931 -0.887 -0.03
H -0.778 1.607 -3.248 0.04
H -0.227 -0.011 -2.738 0.06
H -1.922 -0.350 -0.459 0.11
H 1.785 -0.980 0.955 0.10
H 2.054 0.656 0.619 0.04
H 1.759 -0.194 -0.829 0.06
H 0.443 1.903 1.755 0.10
H -0.897 0.817 1.944 0.05
H -1.070 1.942 0.645 0.06

20
Properties=species:S:1:pos:R:3:lowdin_charge:R:1 method="wB97M-V/def2-TZVPD" e_lumo_ev=-0.08 homo_ev=-8.7 smiles="CP(O)CC(=O)c1ccco1" de_lowest_kcal_mol=5.02 charge=0
C 2.227 0.120 2.610 -0.31
P 0.856 0.552 1.407 0.83
O -0.415 -0.275 2.099 -0.34
C 1.342 -0.791 0.129 -0.21
C 0.031 -1.371 -0.970 -0.31
O 0.044 -2.489 -1.388 0.11
C -0.836 -0.289 -1.289 -0.27
C -1.852 -0.309 -2.288 0.11
C -2.351 1.083 -2.204 -0.02
C -1.601 1.727 -1.297 -0.10
O -0.700 0.909 -0.743 -0.06
H 2.467 -0.882 2.779 -0.01
H 1.981 0.553 3.643 0.05
H 3.251 0.587 2.217 0.08
H -1.208 -0.183 1.531 0.05
H 2.229 -0.454 -0.456 0.07
H 1.510 -1.767 0.536 0.04
H -2.273 -1.069 -2.777 0.07
H -3.060 1.682 -2.732 0.10
H -1.641 2.665 -0.807 0.13

18
Properties=species:S:1:pos:R:3:lowdin_charge:R:1 method="wB97M-V/def2-TZVPD" e_lumo_ev="-0.02 / -1.25" homo_ev="-8.1 / -7.9" de_lowest_kcal_mol=131.52 charge=0
C -2.041 0.860 -0.878 -0.18
C -2.341 -0.377 -0.408 -0.12
C -0.802 1.361 -0.493 -0.20
C 0.003 -0.432 0.346 -0.08
C -1.238 -1.173 0.169 -0.24
C 2.272 0.340 1.166 -0.14
C 1.383 -0.807 0.535 -0.29
O 0.361 2.339 -2.525 -0.49
P 0.712 1.929 -1.158 0.81
H -2.885 1.400 -1.430 0.14
H -3.299 -0.801 -0.529 0.09
H -1.653 -1.652 1.115 0.15
H -0.953 -2.015 -0.550 0.16
H 3.372 0.204 0.912 0.09
H 2.081 0.465 2.240 0.07
H 1.914 1.278 0.656 -0.05
H 1.378 -1.744 1.292 0.16
H 1.739 -1.175 -0.461 0.12

17
Properties=species:S:1:pos:R:3:lowdin_charge:R:1 method="wB97M-V/def2-TZVPD" e_lumo_ev=0.39 homo_ev=-8.2 smiles="C1=[PH]=C2CCCC2=C1" de_lowest_kcal_mol=38.67 charge=0
C -0.280 -0.088 -2.932 -0.36
P 1.393 0.286 -2.410 0.87
C 0.833 0.110 -0.649 -0.28
C 1.382 0.567 1.013 -0.09
C 0.020 0.698 1.614 -0.21
C -0.950 -0.297 0.830 -0.15
C -0.519 -0.300 -0.580 -0.29
C -1.126 -0.215 -1.853 -0.15
H -0.498 -0.125 -3.934 0.02
H 1.852 -1.097 -2.842 -0.01
H 2.102 -0.141 1.326 0.07
H 1.816 1.503 0.728 0.07
H -0.363 1.651 1.412 0.08
H 0.002 0.539 2.738 0.13
H -1.991 -0.096 0.963 0.10
H -0.687 -1.220 1.337 0.11
H -2.085 -0.570 -2.175 0.09

229
Properties=species:S:1:pos:R:3:lowdin_charge:R:1 method="wB97M-V/def2-TZVPD" e_lumo_ev=-12.13 homo_ev=-18.5 charge=+7
C 6.284 -1.253 -3.279 0.03
N 6.295 -1.428 -4.812 -0.04
C 7.472 -1.281 -5.428 0.04
C 7.507 -1.410 -6.825 0.06
C 6.326 -1.649 -7.445 -0.13
C 5.056 -1.683 -6.782 0.06
C 5.085 -1.691 -5.429 0.04
C 6.258 -1.723 -8.922 -0.13
C 7.184 -2.466 -9.647 0.07
C 7.243 -2.364 -11.046 0.06
N 6.467 -1.456 -11.678 -0.05
C 5.598 -0.739 -10.969 -0.01
C 5.416 -0.831 -9.629 0.06
C 6.643 -1.222 -13.190 0.09
H 6.858 -0.345 -3.059 0.11
H 6.615 -2.219 -2.784 0.12
H 5.233 -1.098 -3.008 0.05
H 8.324 -0.978 -4.839 0.16
H 8.467 -1.224 -7.280 0.15
H 4.133 -1.868 -7.290 0.13
H 4.271 -1.747 -4.726 0.12
H 7.785 -3.174 -9.133 0.13
H 7.879 -2.979 -11.653 0.16
H 5.022 -0.062 -11.560 0.15
H 4.762 -0.217 -9.033 0.13
H 7.521 -0.605 -13.373 0.12
H 5.711 -0.798 -13.523 0.10
H 6.818 -2.208 -13.630 0.11
C 6.933 -2.790 0.829 0.06
N 6.374 -1.418 1.101 -0.08
C 5.260 -1.081 0.439 0.02
C 4.601 0.109 0.793 0.07
C 5.047 0.819 1.916 -0.12
C 6.292 0.493 2.442 0.04
C 6.948 -0.670 2.064 0.03
C 4.269 1.931 2.451 -0.14
C 4.556 2.371 3.731 0.05
C 3.821 3.462 4.239 0.04
N 2.868 4.068 3.443 -0.03
C 2.526 3.537 2.233 0.03
C 3.275 2.527 1.690 0.05
C 2.176 5.263 4.079 0.04
H 8.025 -2.742 0.767 0.11
H 6.551 -3.158 -0.089 0.08
H 6.658 -3.384 1.692 0.11
H 4.820 -1.817 -0.279 0.11
H 3.717 0.258 0.217 0.07
H 6.719 1.173 3.156 0.12
H 7.860 -1.026 2.532 0.16
H 5.364 1.958 4.342 0.13
H 3.883 3.745 5.307 0.16
H 1.725 4.010 1.674 0.11
H 3.070 2.212 0.647 0.12
H 2.936 6.018 4.307 0.11
H 1.696 4.962 5.017 0.09
H 1.352 5.604 3.449 0.07
C -8.403 3.926 -4.910 0.06
N -6.969 3.884 -4.371 -0.06
C -6.332 5.045 -4.404 0.01
C -4.971 5.116 -4.112 0.05
C -4.290 3.964 -3.763 -0.10
C -5.064 2.776 -3.595 0.06
C -6.386 2.751 -3.936 0.02
C -2.842 3.998 -3.530 -0.13
C -2.176 2.955 -2.908 0.07
C -0.832 3.125 -2.569 0.04
N -0.160 4.226 -3.025 -0.03
C -0.808 5.279 -3.594 0.01
C -2.145 5.168 -3.875 0.03
C 1.346 4.275 -2.851 0.03
H -8.359 4.064 -6.019 0.13
H -8.968 4.725 -4.427 0.11
H -8.934 3.014 -4.646 0.10
H -6.860 5.890 -4.811 0.16
H -4.521 6.105 -4.158 0.13
H -4.607 1.893 -3.212 0.09
H -6.852 1.768 -3.920 0.16
H -2.771 2.076 -2.610 0.09
H -0.246 2.460 -1.994 0.10
H -0.281 6.195 -3.813 0.15
H -2.602 5.945 -4.479 0.13
H 1.662 5.346 -2.728 0.13
H 1.776 3.899 -3.758 0.09
H 1.608 3.567 -2.066 0.07
C -4.196 2.710 2.218 0.06
N -3.867 4.019 2.858 -0.05
C -4.504 5.127 2.382 0.01
C -4.252 6.369 2.882 0.04
C -3.192 6.558 3.760 -0.14
C -2.484 5.452 4.166 0.05
C -2.798 4.179 3.673 0.02
C -2.843 7.879 4.392 -0.10
C -2.094 8.847 3.716 0.06
C -1.821 10.020 4.333 0.00
N -2.374 10.345 5.498 -0.05
C -3.143 9.496 6.182 0.02
C -3.439 8.260 5.630 0.08
C -2.159 11.754 6.052 0.08
H -3.897 1.882 2.817 0.09
H -3.609 2.626 1.288 0.10
H -5.264 2.738 2.082 0.10
H -5.357 4.887 1.797 0.14
H -4.827 7.215 2.593 0.14
H -1.653 5.575 4.799 0.13
H -2.221 3.324 3.930 0.10
H -1.704 8.669 2.708 0.14
H -1.157 10.725 3.915 0.15
H -3.707 9.905 6.992 0.15
H -4.197 7.596 6.012 0.14
H -2.346 11.764 7.096 0.09
H -2.739 12.488 5.506 0.12
H -1.109 12.017 5.932 0.11
C 2.746 -6.872 9.915 0.10
N 1.489 -6.262 9.205 -0.05
C 0.435 -7.071 8.993 0.03
C -0.729 -6.569 8.438 0.08
C -0.780 -5.188 8.174 -0.12
C 0.332 -4.380 8.420 0.05
C 1.481 -4.948 8.928 0.01
C -2.047 -4.560 7.821 -0.11
C -2.897 -5.290 7.023 0.05
C -4.061 -4.694 6.625 0.04
N -4.415 -3.469 7.052 -0.05
C -3.675 -2.789 7.894 -0.02
C -2.426 -3.251 8.196 0.06
C -5.777 -2.879 6.549 0.07
H 2.470 -7.880 10.128 0.09
H 2.849 -6.347 10.829 0.09
H 3.668 -6.758 9.332 0.12
H 0.514 -8.130 9.284 0.17
H -1.544 -7.276 8.299 0.15
H 0.268 -3.324 8.227 0.13
H 2.369 -4.398 9.161 0.15
H -2.672 -6.216 6.517 0.09
H -4.703 -5.141 5.927 0.14
H -4.043 -1.814 8.184 0.16
H -1.877 -2.693 8.946 0.14
H -6.065 -3.492 5.689 0.09
H -5.614 -1.855 6.191 0.09
H -6.609 -2.794 7.344 0.14
C -0.845 1.132 0.761 -0.03
C -0.357 -0.187 0.058 -0.16
N 0.308 -1.074 0.950 -0.04
C 1.297 -2.005 0.567 -0.01
C 1.507 -2.849 1.599 -0.01
N 0.708 -2.380 2.667 -0.05
C 0.012 -1.300 2.227 0.00
C 0.767 -2.873 4.075 0.01
H -1.377 1.743 -0.014 0.08
H 0.040 1.671 1.080 0.07
H -1.380 0.835 1.659 0.05
H 0.394 0.127 -0.743 0.12
H -1.132 -0.723 -0.517 0.12
H 1.679 -1.928 -0.468 0.11
H 2.324 -3.563 1.729 0.14
H -0.638 -0.733 2.908 0.14
H 1.095 -2.046 4.739 0.10
H 1.487 -3.681 4.046 0.07
H -0.183 -3.275 4.485 0.08
C -0.104 -0.476 -5.678 -0.07
C -1.052 -1.399 -5.004 -0.15
N -2.306 -1.551 -5.786 -0.03
C -3.514 -1.935 -5.167 0.03
C -4.427 -2.107 -6.154 -0.01
N -3.775 -1.837 -7.302 -0.09
C -2.505 -1.529 -7.084 -0.04
C -4.444 -1.803 -8.647 0.05
H -0.602 0.427 -6.028 0.09
H 0.420 -0.981 -6.506 0.09
H 0.648 -0.121 -4.932 0.07
H -1.445 -1.039 -4.053 0.11
H -0.704 -2.410 -4.884 0.13
H -3.458 -2.035 -4.103 0.12
H -5.435 -2.423 -6.056 0.14
H -1.845 -1.200 -7.890 0.18
H -4.788 -0.786 -8.827 0.10
H -5.214 -2.568 -8.791 0.11
H -3.671 -2.015 -9.404 0.10
C -4.448 -5.531 -0.987 -0.03
C -3.610 -5.947 0.258 -0.13
N -2.185 -5.866 -0.100 -0.04
C -1.412 -4.785 -0.453 0.00
C -0.180 -5.246 -0.715 0.00
N -0.219 -6.601 -0.468 -0.07
C -1.443 -6.944 -0.137 -0.04
C 0.968 -7.448 -0.625 0.04
H -4.445 -6.410 -1.659 0.09
H -3.999 -4.644 -1.460 0.07
H -5.458 -5.388 -0.687 0.07
H -3.811 -6.930 0.608 0.11
H -3.662 -5.234 1.115 0.14
H -1.832 -3.849 -0.524 0.11
H 0.712 -4.733 -1.022 0.12
H -1.756 -7.913 0.166 0.17
H 1.804 -6.739 -0.437 0.11
H 1.084 -7.743 -1.669 0.10
H 0.935 -8.333 0.002 0.11
C 0.413 -6.661 3.931 -0.65
F 0.965 -6.037 4.996 0.10
F 0.934 -6.071 2.820 0.08
F 0.784 -7.910 3.971 0.18
S -1.455 -6.486 3.821 0.46
O -1.851 -7.043 5.076 -0.32
O -1.704 -5.067 3.685 -0.34
O -1.855 -7.264 2.663 -0.29
C -1.680 6.431 -0.178 -0.60
F -2.756 5.700 -0.649 0.08
F -1.142 7.021 -1.284 0.10
F -2.112 7.351 0.615 0.16
S -0.339 5.458 0.816 0.48
O 0.436 4.671 -0.083 -0.31
O 0.403 6.528 1.484 -0.31
O -1.177 4.640 1.694 -0.32
N 3.509 -3.207 -2.105 -0.58
O 3.740 -3.199 -0.854 -0.11
O 2.391 -2.949 -2.496 -0.01
O 4.460 -3.506 -2.873 -0.05
N 2.473 0.713 -2.511 -0.54
O 1.503 1.228 -3.056 -0.04
O 2.631 0.887 -1.234 -0.10
O 3.205 -0.045 -3.160 -0.02
N 0.095 1.913 4.267 -0.60
O 1.201 1.457 4.045 -0.02
O -0.077 3.094 4.497 -0.02
O -0.919 1.141 4.090 -0.10
N -3.968 -0.210 -1.328 -0.65
O -4.307 0.925 -0.970 -0.06
O -3.161 -0.347 -2.242 -0.09
O -4.467 -1.214 -0.799 -0.02

| no. | calculated total energy (Ha) |
| --- | --- |
| 1 | -1073.68360 |
| 2 | -402.04136 |
| 3 | -402.02407 |
| 4 | -401.97545 |
| 5 | -2728.15625 |
| 6 | -422.48933 |
| 7 | -839.13345 |
| 8 | -688.50272 |
| 9 | -613.36711 |
| 10 | -6952.28350 |